{
  "formula": "C26H74MgN8O14",
  "method": "ωB97M-V/def2-TZVPD",
  "symbols": ["Mg", "N", "O", "O", "O", "N", "O", "O", "O", "C", "C", "C", "O", "C", "N", "H", "H", "H", "H", "H", "H", "H", "H", "H", "H", "H", "C", "C", "C", "O", "C", "N", "H", "H", "H", "H", "H", "H", "H", "H", "H", "H", "H", "C", "C", "C", "O", "C", "N", "H", "H", "H", "H", "H", "H", "H", "H", "H", "H", "H", "C", "C", "C", "O", "C", "N", "H", "H", "H", "H", "H", "H", "H", "H", "H", "H", "H", "C", "C", "C", "O", "C", "N", "H", "H", "H", "H", "H", "H", "H", "H", "H", "H", "H", "C", "C", "C", "O", "C", "N", "H", "H", "H", "H", "H", "H", "H", "H", "H", "H", "H", "C", "O", "H", "H", "H", "H", "C", "O", "H", "H", "H", "H"],
  "xyz": [[-0.48, 0.22, 1.11], [-3.56, 1.08, 1.25], [-2.43, 0.61, 0.97], [-4.43, 1.07, 0.37], [-3.79, 1.50, 2.37], [2.50, -0.90, 0.95], [2.63, -1.85, 0.22], [3.32, -0.70, 1.79], [1.47, -0.19, 1.06], [0.52, -4.53, -1.98], [2.02, -4.32, -2.48], [2.32, -4.53, -3.91], [3.66, -4.40, -4.23], [3.90, -4.28, -5.63], [2.32, -2.87, -2.42], [0.10, -5.46, -2.34], [-0.17, -3.82, -2.44], [0.27, -4.45, -0.92], [2.69, -4.89, -1.82], [1.66, -3.82, -4.43], [1.93, -5.46, -4.33], [4.94, -4.16, -5.93], [3.30, -3.52, -6.13], [3.58, -5.24, -6.03], [3.28, -2.61, -2.59], [2.32, -2.81, -1.41], [-3.88, 0.32, -3.55], [-3.27, 1.72, -3.48], [-4.32, 2.79, -3.97], [-3.93, 4.11, -3.60], [-4.18, 5.14, -4.60], [-2.90, 2.00, -2.11], [-3.36, -0.50, -3.05], [-3.89, -0.04, -4.58], [-4.92, 0.34, -3.26], [-2.34, 1.74, -4.03], [-5.32, 2.61, -3.57], [-4.46, 2.70, -5.04], [-5.25, 5.05, -4.80], [-3.65, 4.90, -5.52], [-3.94, 6.00, -3.99], [-2.77, 3.00, -2.04], [-3.67, 1.91, -1.46], [2.69, 0.17, -4.02], [1.18, 0.25, -4.14], [0.76, 0.06, -5.57], [-0.65, -0.11, -5.56], [-1.28, -0.04, -6.84], [0.57, -0.63, -3.14], [3.27, 1.03, -4.35], [2.98, -0.75, -4.53], [3.05, -0.06, -3.02], [0.81, 1.26, -3.92], [1.19, -0.86, -5.97], [1.08, 0.93, -6.14], [-1.17, 0.99, -7.17], [-2.34, -0.08, -6.59], [-0.81, -0.75, -7.51], [1.08, -1.50, -3.16], [-0.32, -0.63, -3.61], [0.56, 3.01, -1.95], [0.62, 2.15, -0.65], [0.17, 2.90, 0.66], [-0.01, 1.96, 1.79], [-0.51, 2.58, 2.97], [-0.28, 0.98, -0.82], [-0.44, 3.10, -2.38], [1.30, 2.67, -2.67], [0.88, 3.99, -1.60], [1.60, 1.73, -0.45], [-0.75, 3.44, 0.46], [0.92, 3.59, 1.03], [0.02, 3.53, 3.06], [-0.41, 1.89, 3.80], [-1.57, 2.84, 2.93], [0.18, 0.35, -1.47], [-1.05, 1.26, -1.42], [-1.84, -2.50, 4.01], [-1.02, -2.01, 2.77], [-1.63, -2.34, 1.44], [-0.97, -1.62, 0.34], [-1.64, -1.83, -0.92], [-0.83, -0.61, 2.89], [-1.31, -2.27, 4.93], [-2.00, -3.57, 3.91], [-2.77, -1.93, 4.12], [-0.03, -2.47, 2.87], [-2.67, -2.06, 1.61], [-1.54, -3.39, 1.17], [-2.47, -1.23, -1.27], [-1.96, -2.87, -0.94], [-1.02, -1.95, -1.81], [-0.24, -0.50, 3.70], [-1.72, -0.21, 3.16], [0.69, -0.77, 6.60], [1.65, -0.01, 5.76], [3.14, -0.07, 6.17], [3.11, 0.38, 7.55], [4.30, 0.21, 8.28], [1.65, -0.63, 4.40], [0.91, -1.83, 6.66], [-0.34, -0.52, 6.33], [0.94, -0.35, 7.58], [1.18, 0.96, 5.57], [3.65, 0.63, 5.50], [3.67, -1.02, 6.16], [5.06, 0.94, 7.98], [4.92, -0.64, 7.99], [4.14, 0.26, 9.35], [2.05, -1.55, 4.28], [2.08, -0.11, 3.64], [-3.13, 0.73, 6.00], [-2.67, 0.75, 4.73], [-2.41, 0.56, 6.80], [-3.46, 1.76, 6.14], [-3.93, 0.04, 6.26], [-3.35, 1.01, 4.11], [3.31, 2.74, 2.85], [4.11, 3.89, 2.77], [3.74, 1.91, 2.28], [3.15, 2.30, 3.83], [2.34, 2.89, 2.38], [4.02, 4.26, 3.65]],
  "lowdin_charge": [0.4716, -0.5287, -0.0688, 0.0074, 0.0127, -0.5768, 0.0303, 0.0232, -0.0807, -0.0220, -0.3526, -0.2831, -0.1652, -0.0878, 0.0296, 0.0704, 0.0507, 0.0705, 0.1404, 0.1191, 0.1224, 0.0883, 0.0796, 0.0818, 0.0841, 0.0334, -0.0459, -0.3909, -0.1848, -0.2293, -0.0678, 0.0464, 0.0600, 0.0632, 0.0811, 0.1244, 0.1233, 0.1141, 0.0812, 0.0854, 0.0941, 0.0684, 0.0577, -0.0484, -0.4428, -0.2013, -0.2311, -0.0754, 0.0645, 0.0815, 0.0699, 0.0745, 0.1035, 0.1244, 0.1349, 0.0840, 0.0804, 0.0928, 0.0329, 0.0671, -0.0208, -0.3165, -0.0929, -0.2770, -0.0500, 0.0333, 0.0697, 0.0636, 0.0774, 0.1356, 0.1368, 0.1164, 0.0961, 0.0841, 0.0926, 0.0486, 0.0485, -0.0109, -0.3962, -0.1180, -0.2149, -0.0701, 0.0307, 0.0672, 0.0828, 0.0782, 0.1458, 0.1397, 0.1348, 0.0815, 0.0856, 0.0577, 0.0599, 0.0653, -0.0588, -0.3895, -0.1414, -0.2067, -0.1262, 0.0371, 0.0926, 0.0592, 0.0778, 0.1367, 0.1115, 0.1269, 0.0773, 0.0777, 0.0896, 0.0889, 0.0486, -0.1904, -0.1322, 0.0734, 0.0872, 0.0831, 0.0490, -0.1641, -0.0876, 0.0774, 0.0708, 0.0501, 0.0755],
  "gap_ev": 9.3,
  "total_energy_ha": -2726.2038,
  "fmax_ev_per_a": 4.36,
  "total_charge": 0,
  "molar_mass_g_mol": 747.22
}